{
  "formula": "C36H62BClGeN4O5PbSe",
  "method": "ωB97M-V with the def2-TZVPD basis set",
  "elements": ["Pb", "O", "Cl", "O", "O", "O", "C", "C", "C", "C", "C", "C", "C", "C", "C", "C", "C", "C", "N", "B", "N", "C", "C", "C", "C", "C", "C", "C", "C", "C", "C", "C", "C", "C", "C", "H", "H", "H", "H", "H", "H", "H", "H", "H", "H", "H", "H", "H", "H", "H", "H", "H", "H", "H", "H", "H", "H", "H", "H", "H", "H", "H", "H", "H", "H", "H", "H", "H", "H", "H", "H", "C", "Ge", "C", "C", "C", "Se", "C", "H", "H", "H", "H", "H", "H", "H", "H", "H", "H", "H", "H", "H", "H", "C", "N", "C", "C", "O", "N", "C", "C", "H", "H", "H", "H", "H", "H", "H", "H", "H", "H", "H", "H"],
  "coordinates": [[0.847, -0.185, 1.344], [4.223, -0.099, 2.019], [4.196, -0.666, 0.695], [5.363, -0.300, -0.052], [4.061, -2.094, 0.770], [3.026, -0.109, -0.031], [-0.840, 2.052, 4.173], [-1.988, 1.737, 3.205], [-3.289, 1.481, 3.973], [-2.193, 2.839, 2.177], [-2.368, 4.153, 2.611], [-2.661, 5.167, 1.716], [-2.771, 4.887, 0.361], [-2.600, 3.595, -0.119], [-2.723, 3.283, -1.606], [-3.704, 4.202, -2.334], [-1.346, 3.332, -2.278], [-2.301, 2.575, 0.804], [-2.310, 1.226, 0.338], [-1.315, 0.173, 0.190], [-2.135, -0.944, -0.226], [-3.475, -0.573, -0.298], [-3.582, 0.719, 0.034], [-1.820, -2.328, -0.337], [-1.358, -2.886, -1.532], [-0.996, -4.233, -1.504], [-1.145, -5.008, -0.364], [-1.701, -4.452, 0.778], [-2.048, -3.107, 0.808], [-2.741, -2.523, 2.040], [-1.912, -2.594, 3.322], [-4.094, -3.212, 2.248], [-1.239, -2.176, -2.886], [0.146, -1.553, -3.053], [-2.321, -1.152, -3.245], [-0.599, 1.173, 4.775], [-1.111, 2.859, 4.859], [0.064, 2.363, 3.645], [-1.741, 0.816, 2.674], [-3.591, 2.376, 4.523], [-3.160, 0.666, 4.690], [-4.099, 1.213, 3.289], [-2.290, 4.377, 3.670], [-2.816, 6.178, 2.074], [-3.001, 5.691, -0.328], [-3.094, 2.266, -1.706], [-3.306, 5.215, -2.441], [-4.656, 4.263, -1.803], [-3.894, 3.820, -3.339], [-0.918, 4.331, -2.177], [-1.431, 3.104, -3.345], [-0.662, 2.609, -1.823], [-4.242, -1.271, -0.594], [-4.463, 1.339, 0.094], [-0.617, -4.688, -2.415], [-0.874, -6.058, -0.384], [-1.869, -5.074, 1.651], [-2.945, -1.470, 1.854], [-1.603, -3.617, 3.548], [-2.499, -2.226, 4.168], [-1.015, -1.976, 3.248], [-3.967, -4.258, 2.540], [-4.684, -3.191, 1.329], [-4.664, -2.706, 3.032], [-1.329, -2.980, -3.620], [0.320, -0.801, -2.282], [0.240, -1.084, -4.038], [0.916, -2.316, -2.956], [-2.179, -0.207, -2.720], [-3.322, -1.526, -3.022], [-2.270, -0.949, -4.318], [3.045, 4.677, -2.093], [3.840, 2.999, -1.440], [3.024, 1.518, -2.415], [5.759, 3.048, -1.840], [3.839, 2.960, 0.533], [2.264, 2.575, 1.601], [1.314, 4.153, 0.997], [3.545, 4.953, -3.025], [3.177, 5.496, -1.383], [1.980, 4.565, -2.303], [2.975, 1.792, -3.470], [2.020, 1.292, -2.051], [3.642, 0.626, -2.297], [5.921, 3.039, -2.920], [6.240, 2.168, -1.408], [6.227, 3.944, -1.427], [4.180, 3.938, 0.875], [4.594, 2.235, 0.838], [1.193, 4.101, -0.078], [1.904, 5.028, 1.266], [0.353, 4.191, 1.484], [3.438, -4.855, 0.978], [2.197, -4.114, 0.824], [1.411, -4.009, 2.030], [1.976, -3.244, -0.202], [1.263, -2.226, -0.075], [2.589, -3.537, -1.387], [2.980, -2.481, -2.308], [2.821, -4.887, -1.863], [3.841, -4.657, 1.972], [4.179, -4.525, 0.257], [3.285, -5.933, 0.882], [1.092, -5.002, 2.354], [0.534, -3.419, 1.823], [1.989, -3.540, 2.833], [2.537, -1.542, -2.000], [2.642, -2.725, -3.317], [4.067, -2.371, -2.316], [2.319, -5.613, -1.231], [3.886, -5.132, -1.921], [2.405, -4.975, -2.870]],
  "de_lowest_kj_mol": 56.3,
  "mol_weight_g_mol": 1035.950,
  "lumo_ha": 0.0073
}



{
  "formula": "C3H6O2",
  "method": "ωB97M-V with the def2-TZVPD basis set",
  "elements": ["C", "C", "O", "C", "O", "H", "H", "H", "H", "H", "H"],
  "coordinates": [[0.865, 1.014, -0.033], [0.977, -0.375, -0.269], [-0.065, -0.977, -0.841], [-1.357, -0.479, -0.019], [-0.988, 0.254, 0.992], [0.099, 1.636, -0.479], [1.603, 1.500, 0.599], [1.938, -0.891, -0.255], [0.656, -0.253, 0.893], [-1.929, 0.024, -0.820], [-1.799, -1.453, 0.231]],
  "de_lowest_kj_mol": 480.0,
  "mol_weight_g_mol": 74.079,
  "lumo_ha": -0.0081
}



{
  "formula": "C51H55F10N8OSi",
  "method": "ωB97M-V with the def2-TZVPD basis set",
  "elements": ["C", "C", "C", "C", "C", "C", "F", "F", "C", "C", "Si", "C", "C", "C", "C", "C", "C", "C", "C", "C", "C", "C", "N", "N", "N", "C", "C", "O", "C", "C", "F", "F", "C", "F", "F", "C", "F", "F", "C", "F", "F", "H", "H", "H", "H", "H", "H", "H", "H", "H", "H", "H", "H", "H", "H", "H", "H", "H", "H", "H", "H", "H", "H", "H", "H", "H", "H", "H", "H", "H", "H", "N", "C", "C", "C", "C", "C", "H", "H", "H", "H", "H", "N", "C", "C", "C", "C", "C", "H", "H", "H", "H", "H", "N", "C", "C", "C", "C", "C", "H", "H", "H", "H", "H", "N", "C", "C", "C", "C", "C", "H", "H", "H", "H", "H", "N", "C", "C", "C", "C", "C", "H", "H", "H", "H", "H"],
  "coordinates": [[-2.906, -2.792, 5.677], [-2.909, -2.422, 4.513], [-2.955, -1.932, 3.113], [-3.004, -0.418, 2.994], [-1.874, 0.359, 3.375], [-0.548, -0.159, 3.956], [-0.340, -1.486, 3.846], [-0.496, 0.186, 5.276], [0.631, 0.568, 3.221], [1.858, -0.349, 2.953], [1.796, -1.097, 1.194], [0.049, -1.781, 0.817], [3.148, -2.402, 0.955], [2.059, 0.279, -0.095], [2.026, -0.144, -1.433], [2.217, 0.780, -2.446], [2.425, 2.117, -2.126], [2.437, 2.525, -0.814], [2.245, 1.617, 0.228], [-1.954, 1.736, 3.250], [-3.155, 2.266, 2.713], [-3.281, 3.779, 2.516], [-3.665, 3.958, 1.097], [-4.174, 1.536, 2.368], [-4.051, 0.246, 2.542], [-5.260, -0.535, 2.174], [-5.080, -1.026, 0.718], [-5.755, -2.247, 0.487], [-5.593, -2.667, -0.860], [-5.196, -4.158, -0.817], [-5.212, -4.645, -2.069], [-3.886, -4.196, -0.414], [-6.027, -5.038, 0.162], [-5.729, -6.320, -0.159], [-5.631, -4.898, 1.443], [-7.578, -4.892, 0.021], [-7.955, -4.509, -1.214], [-8.091, -6.131, 0.182], [-8.256, -3.982, 1.118], [-9.041, -4.747, 1.899], [-9.069, -3.088, 0.493], [-3.128, -3.282, 6.607], [-2.019, -2.242, 2.616], [-3.756, -2.479, 2.605], [0.923, 1.434, 3.835], [0.303, 0.946, 2.237], [2.061, -1.094, 3.733], [2.742, 0.317, 2.933], [-0.077, -1.959, -0.259], [-0.137, -2.714, 1.381], [-0.730, -1.077, 1.173], [2.664, -3.373, 0.782], [3.719, -2.130, 0.060], [3.790, -2.389, 1.845], [1.851, -1.194, -1.675], [2.214, 0.418, -3.475], [2.576, 2.884, -2.887], [2.618, 3.586, -0.562], [2.240, 1.944, 1.269], [-1.127, 2.381, 3.535], [-4.095, 4.180, 3.142], [-2.312, 4.252, 2.712], [-3.802, 4.944, 0.892], [-4.581, 3.534, 0.966], [-6.120, 0.142, 2.195], [-5.457, -1.342, 2.887], [-5.525, -0.262, 0.049], [-4.018, -1.090, 0.410], [-6.507, -2.567, -1.464], [-4.770, -2.148, -1.375], [-7.551, -3.416, 1.736], [2.144, 5.627, -1.340], [3.425, 5.977, -1.477], [3.856, 7.284, -1.645], [2.903, 8.289, -1.677], [1.567, 7.950, -1.540], [1.244, 6.612, -1.374], [4.136, 5.157, -1.450], [4.909, 7.507, -1.748], [3.198, 9.323, -1.808], [0.793, 8.705, -1.562], [0.211, 6.301, -1.261], [3.847, 3.874, -4.944], [3.889, 2.792, -5.723], [3.526, 2.792, -7.061], [3.091, 3.981, -7.623], [3.039, 5.117, -6.830], [3.427, 5.009, -5.504], [4.232, 1.885, -5.237], [3.582, 1.883, -7.646], [2.797, 4.023, -8.664], [2.705, 6.064, -7.231], [3.406, 5.872, -4.846], [4.913, -0.959, -5.788], [5.054, -2.284, -5.838], [5.980, -2.930, -6.643], [6.803, -2.158, -7.446], [6.672, -0.779, -7.411], [5.717, -0.234, -6.567], [4.387, -2.848, -5.195], [6.052, -4.009, -6.641], [7.538, -2.624, -8.091], [7.295, -0.141, -8.022], [5.581, 0.838, -6.502], [-3.600, -0.435, 8.190], [-3.218, 0.267, 7.123], [-3.949, 1.320, 6.592], [-5.148, 1.660, 7.201], [-5.563, 0.942, 8.309], [-4.755, -0.091, 8.762], [-2.280, -0.037, 6.682], [-3.590, 1.858, 5.725], [-5.749, 2.476, 6.817], [-6.491, 1.176, 8.812], [-5.037, -0.679, 9.628], [5.557, -4.134, -0.107], [5.713, -5.456, -0.185], [6.637, -6.077, -1.011], [7.445, -5.281, -1.806], [7.299, -3.905, -1.742], [6.346, -3.386, -0.880], [5.057, -6.039, 0.453], [6.721, -7.155, -1.030], [8.179, -5.726, -2.465], [7.910, -3.248, -2.347], [6.199, -2.313, -0.794]],
  "mol_weight_g_mol": 1014.122,
  "lumo_ha": -0.1629,
  "total_charge": 1
}



{
  "formula": "C3H10N2O",
  "method": "ωB97M-V with the def2-TZVPD basis set",
  "elements": ["C", "C", "N", "H", "H", "H", "H", "H", "H", "N", "C", "O", "H", "H", "H", "H"],
  "coordinates": [[-0.178, 2.208, -1.835], [-1.372, 1.554, 0.205], [-0.329, 1.405, -0.660], [-1.143, 2.520, -2.258], [0.416, 3.101, -1.656], [0.299, 1.607, -2.608], [-2.228, 2.182, -0.028], [-1.545, 0.780, 0.935], [0.180, 0.476, -0.640], [0.958, -0.977, -0.153], [0.240, -1.610, 1.154], [0.695, -2.774, 1.477], [0.990, -1.830, -0.714], [1.937, -0.827, 0.088], [-0.824, -1.511, 0.869], [0.500, -0.793, 1.876]],
  "de_lowest_kj_mol": 84.0,
  "spin_multiplicity": 2,
  "mol_weight_g_mol": 90.126,
  "lumo_ha": [0.1426, 0.1401],
  "total_charge": -1
}



{
  "formula": "CH18NO6",
  "method": "ωB97M-V with the def2-TZVPD basis set",
  "elements": ["C", "N", "H", "H", "H", "H", "H", "H", "H", "H", "O", "H", "H", "O", "H", "H", "O", "H", "H", "O", "H", "H", "O", "H", "H", "O"],
  "coordinates": [[0.325, -2.608, -0.586], [-0.840, -1.709, -0.754], [0.795, -2.694, 0.456], [0.013, -3.619, -0.748], [1.175, -2.182, -1.284], [-0.529, -0.726, -0.596], [-1.636, -1.948, -0.188], [-1.265, -1.904, -1.646], [0.028, 0.106, 1.597], [-0.559, 1.475, 1.310], [-0.585, 0.625, 0.998], [-2.450, -1.984, 2.804], [-0.893, -1.418, 2.573], [-1.709, -1.830, 2.237], [-1.456, 1.395, -3.708], [-2.879, 1.535, -3.209], [-2.157, 1.005, -3.083], [1.561, 1.923, -3.458], [0.200, 1.522, -3.438], [0.677, 2.273, -3.409], [2.362, 2.562, 1.922], [3.379, 2.987, 0.897], [3.120, 2.224, 1.426], [1.160, -0.131, 3.845], [1.927, -0.292, 2.564], [1.029, -0.421, 2.969]],
  "de_lowest_kj_mol": 198.2,
  "mol_weight_g_mol": 140.156,
  "lumo_ha": -0.1103,
  "total_charge": 1
}



{
  "formula": "C4H10N2O3",
  "method": "ωB97M-V with the def2-TZVPD basis set",
  "elements": ["C", "O", "C", "N", "O", "H", "H", "H", "H", "H", "C", "C", "N", "O", "H", "H", "H", "H", "H"],
  "coordinates": [[0.009, 1.350, 1.833], [0.488, 0.022, 1.611], [1.709, -0.169, 0.959], [2.053, 0.821, 0.087], [2.469, -1.085, 1.230], [-0.600, 1.670, 0.982], [-0.621, 1.339, 2.727], [0.821, 2.063, 2.010], [1.277, 1.229, -0.431], [2.913, 0.645, -0.413], [-2.251, -0.629, -1.143], [-0.770, -0.428, -1.286], [0.000, -1.567, -1.183], [-0.252, 0.662, -1.501], [-2.512, -1.685, -1.045], [-2.599, -0.089, -0.259], [-2.753, -0.226, -2.027], [0.996, -1.501, -1.355], [-0.376, -2.423, -0.796]],
  "de_lowest_kj_mol": 0.0,
  "mol_weight_g_mol": 134.135,
  "lumo_ha": 0.0279,
  "smiles": "COC(N)=O.CC(N)=O"
}



{
  "formula": "C4H6N2O",
  "method": "ωB97M-V with the def2-TZVPD basis set",
  "elements": ["H", "N", "C", "C", "C", "C", "N", "O", "H", "H", "H", "H", "H"],
  "coordinates": [[-1.832, -1.314, 1.650], [-1.170, -0.710, 2.130], [-0.055, -0.702, 1.530], [0.271, -1.072, 0.122], [0.377, 0.148, -0.405], [0.417, 0.622, -1.812], [0.293, 1.147, 0.674], [0.766, 0.376, 1.813], [0.198, -2.033, -0.367], [-0.337, 1.402, -1.960], [1.391, 1.058, -2.057], [0.209, -0.202, -2.500], [-0.723, 1.088, 0.967]],
  "de_lowest_kj_mol": 410.2,
  "mol_weight_g_mol": 98.105,
  "lumo_ha": 0.0290,
  "smiles": "[H]/N=c1\\cc(C)[nH]o1"
}



{
  "formula": "CH2N2O3S",
  "method": "ωB97M-V with the def2-TZVPD basis set",
  "elements": ["C", "N", "N", "O", "O", "O", "S", "H", "H"],
  "coordinates": [[0.090, -0.965, -0.186], [-0.446, 0.097, -0.025], [2.730, -0.185, 0.086], [-2.405, 1.785, -0.629], [0.319, -2.115, -0.413], [-2.749, 0.288, 1.291], [-2.301, 0.387, -0.128], [2.237, 0.377, 0.796], [2.526, 0.330, -0.792]],
  "de_lowest_kj_mol": 108.9,
  "mol_weight_g_mol": 122.105,
  "lumo_ha": [0.2248, 0.2248],
  "total_charge": -2
}